No. 1
Entry from the Open Molecules 2025 dataset: a single C4H5NO molecule (wB97M-V/def2-TZVPD).

Geometry as XYZ:
```
11
Properties=species:S:1:pos:R:3:nbo_charge:R:1
N -0.74231 -1.70356 -0.15226 -0.809
C -0.03960 -0.49449 -0.09750 0.075
C -0.52544 0.62856 0.64919 -0.353
C 0.24432 1.68438 0.30648 0.116
O 1.21456 1.31186 -0.54662 -0.405
C 1.03889 -0.02942 -0.79074 -0.006
H -0.22084 -2.55979 -0.25362 0.381
H -1.44455 -1.77911 0.57004 0.375
H -1.34687 0.62141 1.34982 0.222
H 0.16397 2.73300 0.55057 0.201
H 1.65787 -0.41283 -1.58535 0.202
```

## Properties
HOMO-LUMO gap   9.121 eV
HOMO   -8.03 eV
Energy relative to the best compared isomer or geometry (same formula, charge and spin)   0.864 eV
Structure (SMILES)   Nc1ccoc1

No. 2
Entry from the Open Molecules 2025 dataset: a molecular structure, C6H8CsO5 at a distorted geometry (wB97M-V/def2-TZVPD).

Geometry as XYZ:
```
20
Properties=species:S:1:pos:R:3:nbo_charge:R:1
Cs 4.12146 -2.91121 -0.00868 0.998
O 0.32857 -2.41580 1.91956 -0.641
O -1.53434 -2.15743 0.71905 -0.482
C -2.87341 -1.69422 0.97235 -0.103
C -2.69626 -0.83667 2.22582 -0.105
O -1.40231 -1.24652 2.70819 -0.465
C -0.76010 -1.89383 1.75870 0.976
H -3.21896 -1.12903 0.10272 0.206
H -3.51063 -2.57052 1.13539 0.200
H -3.43831 -1.03556 3.00323 0.215
H -2.65111 0.23615 2.00568 0.198
O 2.65811 0.84327 -1.11508 -0.537
C 2.55335 1.62760 -2.34635 -0.142
C 1.43492 2.59553 -1.99855 -0.142
O 1.09150 2.20805 -0.63083 -0.477
C 1.78670 1.21517 -0.18665 0.465
H 3.52090 2.10631 -2.51826 0.208
H 2.30982 0.93850 -3.16005 0.202
H 0.53625 2.47626 -2.60992 0.211
H 1.74386 3.64397 -1.97634 0.216
```

## Properties
HOMO-LUMO gap   8.764 eV
HOMO   -12.18 eV
Charge   +1

No. 3
Entry from the Open Molecules 2025 dataset: a molecular structure, C42H47N6P2Sr at a distorted geometry (wB97M-V/def2-TZVPD).

Geometry as XYZ:
```
98
Properties=species:S:1:pos:R:3:lowdin_charge:R:1
Sr -0.49387 0.29659 1.19780 1.150
C -2.94432 0.83470 4.31824 -0.162
C -3.78037 1.16512 3.09285 -0.197
N -3.55564 0.41096 1.79811 -0.056
C -4.17833 -0.96583 1.94563 -0.154
C -3.13224 -2.16130 1.89433 -0.190
N -1.79795 -1.75580 2.32048 -0.161
C -1.57325 -1.80491 3.79889 -0.217
C -0.97619 -0.63145 4.40228 -0.302
N -1.53571 0.57997 3.98575 -0.084
H -3.10316 1.57818 5.07771 0.124
H -3.40852 -0.08065 4.69905 0.111
H -4.80848 1.13380 3.34624 0.101
H -3.60723 2.19148 2.80846 0.106
H -4.06619 0.91878 1.14548 0.066
H -4.69506 -1.09040 2.92241 0.113
H -4.91386 -1.11139 1.14430 0.115
H -3.50346 -3.09833 2.34808 0.124
H -2.97866 -2.38560 0.80000 0.091
H -1.03942 -2.26806 1.94147 0.058
H -2.51820 -2.10136 4.31284 0.132
H -1.00360 -2.70168 4.02150 0.125
H -0.94995 -0.86250 5.51004 0.145
H 0.15416 -0.49864 4.25115 0.129
H -0.93523 1.33182 4.28047 0.107
N 1.06542 -1.22496 -1.38570 -0.452
P 1.84102 -1.36657 0.12439 0.893
C 2.77082 -2.90716 -0.10054 -0.371
C 3.91275 -2.94351 -0.89709 -0.096
C 4.47952 -4.14102 -1.21986 -0.076
C 3.93284 -5.32937 -0.78121 -0.060
C 2.79694 -5.31369 0.02616 -0.064
C 2.19842 -4.10637 0.30864 -0.121
C 3.11662 -0.08463 -0.04066 -0.397
C 4.22863 -0.17449 0.78432 -0.125
C 5.21582 0.75048 0.74301 -0.055
C 5.10594 1.79195 -0.20509 -0.027
C 3.95324 1.92508 -1.01855 -0.056
C 3.00269 0.94983 -0.93300 -0.124
P -0.63456 -1.26853 -1.54517 0.899
C -0.77563 -0.51112 -3.19752 -0.362
C -0.92168 0.91298 -3.18632 -0.081
C -1.13256 1.51452 -4.43090 -0.056
C -1.24938 0.71521 -5.56871 -0.070
C -0.98286 -0.63749 -5.53580 -0.074
C -0.76719 -1.28617 -4.33497 -0.085
C -0.97017 -3.04181 -1.81784 -0.380
C 0.05402 -3.86710 -2.25943 -0.127
C -0.20533 -5.14708 -2.68769 -0.054
C -1.54805 -5.58499 -2.62160 -0.062
C -2.58553 -4.79060 -2.09597 -0.072
C -2.28203 -3.50957 -1.69465 -0.123
H 1.67061 -1.15563 -2.25274 0.119
H 4.37039 -2.05865 -1.25982 0.101
H 5.41803 -4.05008 -1.77535 0.121
H 4.43384 -6.24064 -1.03368 0.105
H 2.42956 -6.24806 0.45229 0.116
H 1.35120 -4.03161 0.94081 0.085
H 4.42413 -0.98067 1.45691 0.111
H 6.14016 0.52975 1.27579 0.118
H 5.83584 2.52255 -0.31417 0.082
H 3.79152 2.84255 -1.55736 0.103
H 2.10295 1.05887 -1.58058 0.105
H -0.95130 1.38342 -2.22439 0.069
H -1.13744 2.61754 -4.40843 0.108
H -1.45552 1.17568 -6.51988 0.107
H -1.07103 -1.27241 -6.42862 0.120
H -0.68805 -2.36285 -4.30377 0.103
H 1.03907 -3.46987 -2.21904 0.078
H 0.49330 -5.78163 -3.26761 0.124
H -1.87336 -6.54432 -2.99837 0.101
H -3.65273 -5.13261 -1.94855 0.131
H -3.05404 -2.85908 -1.38346 0.079
C -1.72029 3.93867 0.38415 -0.219
N -0.80364 3.13022 1.13265 -0.059
C 0.14720 3.81932 1.64861 -0.177
C 1.07429 3.24972 2.50346 -0.384
C 1.77928 3.93898 3.47524 -0.068
C 2.34097 2.97715 4.29811 -0.095
C 1.90824 1.74633 3.74675 -0.238
N 1.09603 1.87203 2.70865 -0.052
C -1.15991 4.35977 -0.95649 -0.234
C -1.92531 5.17797 -1.75912 -0.060
C -1.47970 5.73811 -2.94204 -0.068
C -0.20903 5.35740 -3.38409 -0.090
C 0.58173 4.55789 -2.55174 -0.093
C 0.13670 4.09733 -1.33409 -0.070
H -2.03090 4.89119 0.82424 0.128
H -2.60514 3.42253 0.08652 0.099
H 0.22782 4.93424 1.50023 0.162
H 1.84125 5.06278 3.57768 0.129
H 2.97660 3.16096 5.12081 0.075
H 2.20411 0.79692 4.19548 0.092
H -2.92022 5.46843 -1.48769 0.112
H -2.04997 6.50179 -3.47909 0.113
H 0.26108 5.71787 -4.27583 0.096
H 1.64062 4.34658 -2.83812 0.113
H 0.79605 3.54625 -0.63600 0.107
```

## Properties
HOMO-LUMO gap   7.105 eV
HOMO   -9.19 eV
Charge   +1
Energy relative to the best compared isomer or geometry (same formula, charge and spin)   0.000 eV

No. 4
Entry from the Open Molecules 2025 dataset: a single C4H6N4O molecule at a distorted geometry (wB97M-V/def2-TZVPD).

Geometry as XYZ:
```
15
Properties=species:S:1:pos:R:3:nbo_charge:R:1
C -0.79262 -1.64471 -1.04972 -0.423
N -1.00142 -0.44535 -0.29008 -0.424
C -2.19374 0.05756 0.06850 0.525
O -3.25341 -0.45409 -0.19850 -0.613
C 0.35328 0.37389 0.14523 0.480
N 0.34116 1.44941 0.94160 -0.498
C 1.61906 1.68296 1.11593 0.191
N 2.35217 0.77280 0.44597 -0.344
N 1.53191 -0.08546 -0.18384 -0.317
H -0.09928 -2.30317 -0.52898 0.207
H -1.76515 -2.12427 -1.14976 0.242
H -0.38722 -1.41244 -2.03644 0.202
H -2.09686 1.00006 0.63252 0.136
H 2.03966 2.46909 1.70762 0.212
H 3.35246 0.66372 0.37997 0.422
```

## Properties
HOMO-LUMO gap   9.902 eV
HOMO   -9.31 eV
Energy relative to the best compared isomer or geometry (same formula, charge and spin)   0.560 eV
Structure (SMILES)   CN(C=O)c1nc[nH]n1

No. 5
Entry from the Open Molecules 2025 dataset: a molecular structure, C9H25AlO7P at a distorted geometry (wB97M-V/def2-TZVPD).

Geometry as XYZ:
```
43
Properties=species:S:1:pos:R:3:nbo_charge:R:1
O -2.13363 0.68593 3.24721 -1.141
P -1.77278 1.00557 1.83752 1.732
O -1.41119 2.61178 1.71474 -1.023
O -3.11697 1.13598 0.88711 -1.015
Al -0.14628 -0.55749 0.92443 1.272
O -1.00731 -2.09618 0.83767 -1.196
C 0.35311 0.03702 -0.94028 -1.015
C 1.78139 -0.23918 -1.34337 0.081
C 2.92299 -0.16222 -0.42216 -0.150
O 2.70986 0.80538 -1.52352 -0.538
H -0.76714 2.80867 2.40179 0.493
H -3.39623 0.23296 0.70032 0.490
H 1.04922 -0.59006 1.99624 -0.427
H -1.09764 -2.42521 -0.05461 0.461
H -0.27785 -0.53665 -1.63196 0.204
H 0.16884 1.10086 -1.12194 0.239
H 1.89480 -1.02770 -2.10110 0.149
H 2.88028 0.43946 0.47504 0.198
H 3.76298 -0.81907 -0.61555 0.194
C -5.47263 3.78953 0.67147 -0.642
C -4.44966 4.88192 0.39433 0.103
C -3.63077 4.57113 -0.85041 -0.636
O -3.59670 5.06610 1.51954 -0.735
H -4.96090 2.83902 0.84309 0.234
H -6.05284 4.03010 1.56323 0.206
H -6.15753 3.66662 -0.17071 0.193
H -4.96224 5.83980 0.26569 0.153
H -3.08269 3.63623 -0.70819 0.227
H -2.90584 5.36427 -1.03691 0.208
H -4.27060 4.46589 -1.72934 0.195
H -3.13638 4.22484 1.64050 0.484
C 2.99192 -4.61042 -0.09752 -0.632
C 4.14930 -4.12312 -0.95467 0.095
C 5.13521 -5.23746 -1.27117 -0.628
O 4.80839 -3.02779 -0.32688 -0.718
H 3.36632 -4.98523 0.85991 0.193
H 2.29767 -3.79644 0.11056 0.240
H 2.44703 -5.41804 -0.58923 0.205
H 3.75866 -3.70929 -1.88677 0.175
H 5.56625 -5.63007 -0.34536 0.193
H 5.94958 -4.86325 -1.89196 0.213
H 4.64599 -6.06088 -1.79398 0.206
H 5.16602 -3.32331 0.51717 0.458
```

## Properties
HOMO-LUMO gap   7.838 eV
HOMO   -5.16 eV
Charge   -1

No. 6
Entry from the Open Molecules 2025 dataset: a molecular structure, C4H8NOS at a distorted geometry (wB97M-V/def2-TZVPD).

Geometry as XYZ:
```
15
Properties=species:S:1:pos:R:3:mulliken_spin:R:1
O -1.15291 -1.77782 1.24933 0.071
C -1.62084 -1.09014 -0.02256 0.652
N -1.05908 -0.21836 -1.03982 0.208
C 0.10004 0.57055 -0.54213 0.025
C 1.41202 0.22689 -1.19702 0.042
S 2.78514 1.17562 -0.56698 0.005
C 0.26309 0.54683 0.98501 -0.003
H -2.48231 -1.66193 -0.26277 0.046
H -1.50447 -0.65172 1.10626 -0.027
H -0.23722 1.57368 -0.70407 0.026
H 1.22776 0.45160 -2.29000 -0.010
H 1.53095 -0.89383 -0.90108 -0.021
H 0.61709 -0.40051 1.40156 0.024
H 0.86579 1.40087 1.26578 -0.001
H -0.74505 0.74826 1.51849 -0.037
```

## Properties
Multiplicity   2
HOMO-LUMO gap (spin up / spin down)   4.016 / 5.416 eV
HOMO (spin up / spin down)   2.28 / 0.88 eV
Charge   -2
Energy relative to the best compared isomer or geometry (same formula, charge and spin)   1.468 eV

Calculated DFT total energy, -285.382843; -629.516923; -2670.439332; -450.268084; -1468.556388; -685.143228 Ha (same order as the records).